This record from the OMol25 dataset describes a structure of composition C21H47BiNO2SSi2 at a distorted geometry. The level of theory is wB97M-V/def2-TZVPD.

The geometry in ORCA input format:
```
! RIJCOSX wB97M-V def2-TZVPD def2/J DEFGRID3
* xyz 1 1
O -1.58 -1.90 -3.06
O 2.01 1.49 -4.55
C -0.77 -3.04 -3.41
C -1.44 -4.38 -3.16
H 0.11 -2.94 -2.75
H -0.38 -3.06 -4.44
H -1.58 -4.57 -2.09
H -0.74 -5.16 -3.49
H -2.40 -4.58 -3.65
C -2.35 -1.26 -4.07
C -1.82 -1.30 -5.51
H -2.48 -0.20 -3.76
H -3.31 -1.77 -3.94
H -0.70 -1.39 -5.56
H -2.11 -0.34 -6.01
H -2.33 -2.14 -6.01
C 1.25 2.71 -4.69
C 2.85 0.95 -5.58
C -0.20 2.30 -5.01
H 1.72 3.26 -5.56
H 1.42 3.29 -3.72
H -0.23 2.25 -6.10
H -1.03 2.95 -4.68
H -0.44 1.30 -4.60
C 2.35 1.22 -6.94
H 3.00 -0.09 -5.28
H 3.85 1.38 -5.45
H 1.28 1.12 -7.04
H 2.76 0.52 -7.63
H 2.73 2.20 -7.14
H 2.15 0.83 -3.40
Bi -1.02 -0.25 -1.33
C 2.67 0.09 -2.59
Si 4.05 0.90 -1.61
H 1.86 -0.15 -1.75
H 2.83 -0.84 -3.21
C 5.62 0.24 -2.41
C 4.30 0.60 0.25
C 4.06 2.75 -2.00
C -2.49 -1.33 -0.01
Si -3.94 -0.13 -0.21
H -2.17 -1.47 1.07
H -2.51 -2.35 -0.47
C -5.22 -1.07 -1.14
C -3.55 1.40 -1.24
C -4.25 0.37 1.55
H 3.51 2.99 -2.93
H 5.11 3.04 -2.09
H 3.59 3.26 -1.15
H 5.69 -0.84 -2.24
H 6.50 0.71 -1.95
H 5.66 0.42 -3.49
H 4.29 -0.47 0.50
H 3.50 1.07 0.83
H 5.25 1.01 0.61
H -4.20 1.41 -2.12
H -2.53 1.68 -1.59
H -3.86 2.25 -0.61
H -5.02 1.14 1.63
H -3.36 0.78 2.02
H -4.59 -0.44 2.20
H -6.23 -0.77 -0.85
H -5.19 -2.15 -1.01
H -5.14 -0.89 -2.21
S -0.33 1.76 0.30
C 0.26 0.58 1.44
C 0.47 0.73 2.84
C 0.91 -0.37 3.59
C 1.12 -1.57 2.93
C 0.83 -1.69 1.57
N 0.45 -0.63 0.83
H 0.25 1.71 3.27
H 1.05 -0.29 4.67
H 1.39 -2.49 3.43
H 0.81 -2.69 1.09
*
```

Summary:
E_HOMO ... -11.1 eV